(1)
{
  "formula": "C20H28NNiO2S",
  "method": "wB97M-V/def2-TZVPD",
  "relative_energy_kcal_mol": 0.00,
  "multiplicity": 3,
  "charge": -1,
  "gap_ev": [6.2, 6.4],
  "homo_energy_ev": [-3.77, -3.91],
  "s2": 2.020,
  "species": ["O", "C", "C", "H", "H", "C", "H", "H", "C", "H", "H", "H", "C", "H", "H", "H", "Ni", "C", "C", "C", "H", "C", "C", "H", "H", "H", "H", "C", "C", "C", "H", "C", "C", "H", "H", "H", "H", "O", "C", "C", "H", "H", "C", "H", "H", "C", "H", "H", "H", "H", "S", "C", "N"],
  "positions_angstrom": [[-0.716, -0.248, -5.406], [-0.577, 0.969, -6.231], [0.277, 0.336, -7.321], [-0.103, 1.713, -5.588], [-1.500, 1.370, -6.666], [-0.152, -0.933, -6.575], [1.324, 0.609, -7.199], [-0.076, 0.449, -8.346], [1.026, -1.790, -6.164], [1.627, -1.197, -5.462], [1.666, -2.026, -7.019], [0.715, -2.719, -5.671], [-1.287, -1.659, -7.271], [-2.068, -0.947, -7.530], [-1.738, -2.403, -6.620], [-1.001, -2.182, -8.186], [-0.758, -1.353, -1.574], [-2.178, -0.963, 0.019], [-1.799, 0.086, -0.873], [-2.216, -0.283, -2.198], [-1.448, 1.048, -0.521], [-2.754, -1.631, -2.105], [-2.762, -2.007, -0.721], [-3.223, -2.902, -0.297], [-2.075, -0.950, 1.107], [-2.142, 0.327, -3.102], [-3.184, -2.232, -2.890], [0.434, -2.143, 0.001], [0.084, -3.021, -1.087], [0.554, -2.390, -2.305], [-0.472, -3.951, -1.012], [1.364, -1.257, -1.895], [1.321, -1.158, -0.488], [1.871, -0.428, 0.109], [0.181, -2.244, 1.057], [0.424, -2.734, -3.336], [2.061, -0.713, -2.533], [2.147, 1.817, -4.737], [1.373, 1.581, -3.531], [0.456, 2.787, -3.276], [2.058, 1.407, -2.676], [0.797, 0.656, -3.655], [1.164, 3.935, -4.014], [0.252, 2.939, -2.204], [-0.517, 2.656, -3.791], [2.152, 3.242, -4.968], [1.651, 4.624, -3.329], [0.471, 4.487, -4.663], [3.178, 3.581, -4.838], [1.825, 3.438, -5.994], [0.603, 2.015, 0.583], [0.783, 1.398, 2.081], [0.912, 0.996, 3.194]]
}

---

(2)
{
  "formula": "C4H5NO2",
  "method": "wB97M-V/def2-TZVPD",
  "relative_energy_kcal_mol": 110.39,
  "multiplicity": 1,
  "gap_ev": [7.5, 7.5],
  "homo_energy_ev": [-8.13, -8.13],
  "species": ["O", "C", "C", "C", "N", "C", "O", "H", "H", "H", "H", "H"],
  "positions_angstrom": [[2.308, -1.146, 0.234], [1.358, -0.391, 0.393], [1.047, 0.888, -0.030], [-0.676, -1.126, -0.275], [-1.547, -0.099, -0.414], [-1.315, 1.087, -0.046], [-0.126, 1.541, 0.375], [0.419, -0.780, 0.988], [1.766, 1.577, -0.458], [-0.195, -1.516, -1.171], [-0.955, -1.888, 0.453], [-2.084, 1.853, -0.048]]
}

---

(3)
{
  "formula": "C26H77N19O14",
  "method": "wB97M-V/def2-TZVPD",
  "relative_energy_kcal_mol": 0.00,
  "multiplicity": 1,
  "gap_ev": 8.6,
  "homo_energy_ev": -8.35,
  "species": ["C", "O", "C", "C", "N", "C", "C", "O", "C", "H", "H", "H", "H", "H", "H", "H", "H", "H", "H", "H", "H", "H", "H", "H", "C", "O", "C", "C", "N", "C", "C", "O", "C", "H", "H", "H", "H", "H", "H", "H", "H", "H", "H", "H", "H", "H", "H", "H", "C", "O", "C", "C", "N", "C", "C", "O", "C", "H", "H", "H", "H", "H", "H", "H", "H", "H", "H", "H", "H", "H", "H", "H", "N", "C", "N", "O", "H", "H", "H", "H", "N", "C", "N", "O", "H", "H", "H", "H", "N", "C", "N", "O", "H", "H", "H", "H", "N", "C", "N", "O", "H", "H", "H", "H", "N", "C", "N", "O", "H", "H", "H", "H", "N", "C", "N", "O", "H", "H", "H", "H", "N", "C", "N", "O", "H", "H", "H", "H", "N", "C", "N", "O", "H", "H", "H", "H"],
  "positions_angstrom": [[-5.156, 3.086, -0.199], [-4.762, 1.804, 0.233], [-5.299, 0.764, -0.507], [-4.349, 0.073, -1.440], [-3.583, 1.031, -2.272], [-2.640, 0.137, -2.957], [-1.779, 0.979, -3.936], [-2.350, 1.176, -5.237], [-3.266, 2.272, -5.265], [-5.247, 3.167, -1.260], [-4.429, 3.847, 0.184], [-6.085, 3.371, 0.234], [-6.199, 1.058, -1.035], [-5.617, -0.021, 0.223], [-4.945, -0.738, -1.906], [-3.637, -0.472, -0.823], [-3.025, 1.563, -1.686], [-3.239, -0.503, -3.608], [-2.017, -0.476, -2.309], [-0.875, 0.451, -4.114], [-1.506, 1.931, -3.437], [-4.260, 2.000, -4.775], [-3.500, 2.523, -6.344], [-2.843, 3.199, -4.735], [4.564, -1.756, 4.176], [3.716, -0.586, 3.898], [2.808, -0.654, 2.863], [2.220, 0.841, 2.683], [3.141, 1.732, 2.031], [3.217, 1.490, 0.593], [4.389, 2.282, 0.023], [5.462, 1.808, 0.824], [6.552, 2.702, 0.971], [4.796, -1.740, 5.274], [5.464, -1.779, 3.545], [4.019, -2.737, 3.966], [1.901, -1.225, 3.115], [3.259, -1.037, 1.896], [1.995, 1.265, 3.669], [1.323, 0.729, 2.004], [4.074, 1.695, 2.425], [2.246, 1.782, 0.124], [3.399, 0.431, 0.453], [4.181, 3.390, 0.070], [4.573, 2.003, -0.997], [7.144, 2.675, 0.131], [7.112, 2.418, 1.878], [6.139, 3.669, 1.281], [2.426, -6.766, 2.923], [1.245, -6.046, 3.312], [0.761, -5.261, 2.189], [0.768, -3.878, 2.714], [-0.259, -3.790, 3.773], [-0.405, -2.487, 4.356], [-1.498, -2.460, 5.402], [-2.890, -2.617, 4.990], [-3.263, -1.606, 4.046], [2.959, -7.080, 3.793], [3.049, -6.128, 2.341], [2.191, -7.601, 2.314], [-0.240, -5.656, 1.996], [1.308, -5.409, 1.224], [0.480, -3.234, 1.898], [1.747, -3.658, 3.061], [-0.060, -4.487, 4.491], [-0.601, -1.714, 3.593], [0.528, -2.184, 4.808], [-1.413, -1.504, 5.931], [-1.333, -3.227, 6.133], [-2.840, -0.597, 4.410], [-4.361, -1.586, 3.934], [-2.833, -1.706, 3.016], [0.302, 3.963, -1.095], [-0.590, 4.748, -1.834], [-1.498, 5.599, -1.181], [-0.773, 4.619, -3.051], [0.333, 4.324, -0.125], [0.936, 3.324, -1.505], [-1.321, 5.810, -0.206], [-1.853, 6.334, -1.735], [4.001, -1.170, -1.822], [2.912, -1.952, -2.177], [2.847, -3.009, -1.328], [2.123, -1.642, -3.028], [4.243, -0.304, -2.266], [4.766, -1.615, -1.371], [3.505, -3.005, -0.580], [2.077, -3.621, -1.300], [0.373, -1.340, -5.701], [0.811, -0.681, -6.812], [-0.175, -0.160, -7.625], [1.997, -0.590, -7.076], [-0.542, -1.760, -5.732], [1.061, -1.885, -5.222], [0.228, 0.352, -8.325], [-0.989, 0.293, -7.119], [0.511, 3.471, 2.767], [-0.190, 4.524, 2.327], [-1.406, 4.830, 2.907], [0.361, 5.277, 1.491], [1.435, 3.304, 2.396], [0.105, 2.681, 3.198], [-1.688, 4.142, 3.573], [-2.142, 5.285, 2.302], [-2.582, 1.108, 1.961], [-2.597, 1.705, 3.166], [-3.886, 2.296, 3.257], [-1.774, 1.953, 4.001], [-3.413, 1.204, 1.400], [-1.970, 0.283, 1.823], [-4.649, 1.789, 2.816], [-4.084, 2.610, 4.149], [0.935, 2.848, -4.518], [1.545, 1.913, -3.730], [2.672, 1.233, -4.117], [1.082, 1.630, -2.639], [0.237, 3.439, -4.020], [1.497, 3.097, -5.297], [2.707, 0.248, -3.812], [2.910, 1.212, -5.119], [-0.764, 1.005, -0.355], [-0.469, -0.268, -0.035], [0.249, -1.085, -0.830], [-0.814, -0.822, 1.076], [-0.249, 1.505, -1.051], [-1.157, 1.661, 0.253], [0.778, -0.762, -1.637], [0.469, -1.862, -0.292], [-1.164, -5.462, -1.698], [-0.929, -4.583, -0.709], [-1.945, -4.527, 0.247], [0.088, -3.883, -0.651], [-1.979, -6.056, -1.814], [-0.486, -5.568, -2.444], [-2.815, -5.032, 0.285], [-1.760, -3.912, 1.016]]
}

---

(4)
{
  "formula": "C22H55N4O20P4",
  "method": "wB97M-V/def2-TZVPD",
  "multiplicity": 1,
  "charge": 1,
  "gap_ev": 8.3,
  "homo_energy_ev": -11.08,
  "species": ["C", "C", "C", "O", "C", "N", "C", "N", "C", "O", "O", "C", "O", "C", "O", "C", "C", "O", "N", "C", "P", "O", "N", "O", "C", "C", "H", "H", "H", "H", "H", "H", "H", "H", "H", "H", "H", "H", "H", "H", "H", "H", "H", "H", "H", "H", "H", "H", "H", "H", "H", "H", "H", "H", "C", "O", "P", "O", "O", "C", "O", "C", "H", "H", "H", "H", "H", "H", "H", "H", "H", "C", "O", "P", "O", "O", "C", "O", "C", "H", "H", "H", "H", "H", "H", "H", "H", "H", "C", "O", "P", "O", "O", "C", "O", "C", "H", "H", "H", "H", "H", "H", "H", "H", "H"],
  "positions_angstrom": [[2.129, 0.703, 0.112], [2.080, 0.871, -1.406], [0.687, 1.261, -1.905], [-0.031, 1.918, -0.849], [-1.338, 2.192, -1.170], [-1.697, 3.541, -0.678], [-2.611, 4.472, -1.047], [-3.528, 4.371, -2.032], [-4.395, 5.529, -2.218], [-5.342, 5.655, -1.190], [-6.600, 5.151, -1.629], [-3.722, 3.219, -2.866], [-4.102, 2.125, -2.063], [-4.093, 0.897, -2.750], [-5.328, 0.295, -2.595], [-5.275, -1.125, -2.724], [-6.420, -1.649, -3.611], [-6.723, -0.729, -4.640], [-2.525, 5.572, -0.295], [-1.568, 5.337, 0.592], [-0.974, 6.473, 1.909], [-1.964, 6.642, 2.980], [-1.065, 4.128, 0.391], [-0.090, 3.585, 1.154], [-0.615, 2.930, 2.346], [-1.250, 1.579, 2.084], [1.861, 1.617, 0.636], [1.475, -0.096, 0.446], [3.158, 0.477, 0.390], [2.400, -0.034, -1.918], [2.764, 1.676, -1.680], [0.776, 1.958, -2.744], [0.128, 0.377, -2.224], [-1.484, 2.128, -2.245], [-2.022, 1.476, -0.709], [-4.938, 5.410, -3.152], [-3.815, 6.443, -2.311], [-6.943, 5.821, -2.240], [-2.839, 2.988, -3.471], [-4.524, 3.417, -3.578], [-3.299, 0.267, -2.325], [-3.870, 1.034, -3.821], [-4.336, -1.451, -3.180], [-5.367, -1.532, -1.716], [-7.304, -1.813, -3.000], [-6.082, -2.603, -4.021], [-5.918, -0.529, -5.125], [-0.606, 7.642, 1.227], [0.207, 5.858, 2.344], [-1.261, 3.591, 2.930], [0.271, 2.757, 2.955], [-1.459, 1.102, 3.038], [-0.518, 0.952, 1.581], [-2.154, 1.698, 1.486], [1.860, -4.404, 3.178], [2.032, -3.023, 2.768], [1.356, -1.790, 3.563], [0.861, -0.850, 2.553], [2.757, -1.268, 4.211], [3.653, -2.190, 4.845], [0.470, -1.517, 4.876], [0.731, -2.206, 6.116], [1.575, -4.986, 2.306], [2.804, -4.782, 3.567], [1.088, -4.516, 3.941], [4.458, -2.453, 4.160], [3.146, -3.100, 5.169], [4.082, -1.709, 5.721], [1.535, -1.703, 6.651], [0.993, -3.251, 5.957], [-0.175, -2.163, 6.713], [-5.495, -3.580, -7.124], [-4.738, -3.625, -5.887], [-3.429, -4.565, -5.744], [-3.461, -5.166, -4.417], [-2.339, -3.343, -5.784], [-2.429, -2.312, -6.762], [-2.641, -5.573, -6.700], [-2.353, -5.250, -8.074], [-6.548, -3.711, -6.887], [-5.358, -2.608, -7.597], [-5.193, -4.361, -7.822], [-2.899, -1.428, -6.325], [-2.999, -2.614, -7.641], [-1.420, -2.055, -7.081], [-1.456, -4.633, -8.126], [-3.184, -4.735, -8.557], [-2.173, -6.183, -8.599], [8.523, -1.124, 8.245], [8.580, -2.119, 7.195], [7.987, -1.857, 5.667], [7.402, -3.202, 5.474], [9.475, -1.693, 5.019], [10.365, -0.673, 5.478], [7.244, -1.188, 4.352], [7.467, 0.185, 3.979], [8.124, -1.596, 9.140], [9.528, -0.760, 8.457], [7.888, -0.277, 7.985], [11.085, -1.101, 6.177], [9.841, 0.152, 5.967], [10.900, -0.276, 4.617], [8.387, 0.265, 3.398], [7.525, 0.843, 4.847], [6.629, 0.501, 3.363]]
}

---

(5)
{
  "formula": "C3H4N2",
  "method": "wB97M-V/def2-TZVPD",
  "relative_energy_kcal_mol": 30.75,
  "multiplicity": 1,
  "gap_ev": 10.5,
  "homo_energy_ev": -9.54,
  "species": ["C", "C", "N", "C", "N", "H", "H", "H", "H"],
  "positions_angstrom": [[-0.900, -0.430, 0.607], [-0.117, -0.994, -0.342], [0.901, -0.062, -0.654], [0.626, 0.981, 0.248], [-0.453, 0.845, 0.941], [-1.770, -0.831, 1.106], [-0.156, -1.979, -0.793], [0.551, 0.656, -1.343], [1.317, 1.813, 0.231]]
}

---

(6)
{
  "formula": "C24H45BiClO4P2",
  "method": "wB97M-V/def2-TZVPD",
  "relative_energy_kcal_mol": 0.00,
  "multiplicity": 1,
  "charge": 1,
  "gap_ev": 5.3,
  "homo_energy_ev": -10.21,
  "species": ["Bi", "C", "C", "C", "C", "C", "C", "H", "H", "H", "C", "H", "H", "H", "C", "H", "H", "H", "C", "H", "H", "H", "C", "H", "H", "H", "C", "C", "C", "C", "C", "C", "C", "C", "H", "H", "H", "H", "H", "H", "H", "H", "H", "H", "H", "H", "P", "C", "H", "H", "H", "C", "H", "H", "H", "C", "H", "H", "H", "P", "C", "H", "H", "H", "C", "H", "H", "H", "C", "H", "H", "H", "O", "Cl", "O", "O", "O"],
  "positions_angstrom": [[0.703, 0.099, -0.512], [-2.331, 1.539, 0.041], [-2.937, 0.708, -0.858], [-2.636, -0.599, 1.006], [-1.912, 0.732, 1.274], [-3.122, -0.609, -0.265], [-2.054, 2.975, -0.111], [-1.759, 3.197, -1.147], [-1.259, 3.319, 0.562], [-2.945, 3.589, 0.100], [-2.291, 1.395, 2.589], [-1.707, 2.315, 2.722], [-2.078, 0.720, 3.426], [-3.362, 1.628, 2.559], [-2.614, -1.720, 1.956], [-3.638, -2.062, 2.186], [-2.118, -1.449, 2.898], [-2.087, -2.592, 1.536], [-3.755, -1.784, -0.932], [-4.853, -1.706, -0.940], [-3.497, -2.710, -0.399], [-3.426, -1.885, -1.977], [-3.309, 1.094, -2.246], [-4.247, 1.671, -2.259], [-3.457, 0.201, -2.863], [-2.528, 1.717, -2.710], [1.837, 0.693, -3.307], [0.761, 1.501, -3.415], [-0.060, 1.580, -4.669], [-0.998, 0.385, -5.021], [-0.986, -0.829, -4.133], [0.093, -1.614, -4.032], [1.330, -1.362, -4.850], [2.282, -0.212, -4.416], [0.594, 1.765, -5.539], [-0.755, 0.088, -6.058], [-0.688, 2.482, -4.596], [2.517, 0.384, -5.316], [2.551, 0.758, -2.471], [0.487, 2.216, -2.627], [3.234, -0.671, -4.108], [1.922, -2.290, -4.856], [0.088, -2.528, -3.432], [1.049, -1.175, -5.902], [-2.029, 0.768, -5.054], [-1.941, -1.096, -3.669], [2.355, 2.011, 0.552], [1.600, 2.675, 2.066], [2.170, 3.565, 2.375], [1.614, 1.945, 2.904], [0.558, 2.964, 1.858], [4.041, 1.509, 1.007], [4.602, 2.394, 1.343], [4.550, 1.073, 0.135], [4.004, 0.767, 1.818], [2.557, 3.510, -0.473], [2.947, 3.256, -1.467], [3.262, 4.189, 0.025], [1.593, 4.023, -0.591], [1.292, -2.585, -0.170], [-0.101, -3.576, -0.827], [0.258, -4.549, -1.192], [-0.597, -3.047, -1.653], [-0.852, -3.745, -0.038], [2.792, -3.070, -1.095], [2.621, -3.039, -2.180], [3.107, -4.085, -0.812], [3.608, -2.374, -0.850], [1.560, -3.317, 1.480], [1.985, -4.328, 1.377], [0.603, -3.378, 2.021], [2.243, -2.701, 2.080], [1.915, -1.727, 4.342], [1.166, -0.584, 3.731], [-0.215, -0.546, 4.312], [1.889, 0.694, 4.137], [-0.533, 0.504, 1.310]]
}

---

Record-wise total energy values, in eV: -78654.7970 -9809.5280 -85192.0593 -107758.7774 -6154.5672 -70732.8226